{
  "formula": "C51H61N2",
  "method": "ωB97M-V with the def2-TZVPD basis set",
  "species": ["C", "C", "C", "C", "C", "C", "C", "C", "C", "C", "C", "C", "C", "C", "N", "C", "C", "C", "C", "C", "C", "C", "C", "N", "C", "C", "C", "C", "C", "C", "C", "C", "C", "C", "C", "C", "C", "C", "C", "C", "H", "H", "H", "H", "H", "H", "H", "H", "H", "H", "H", "H", "H", "H", "H", "H", "H", "H", "H", "H", "H", "H", "H", "H", "H", "H", "H", "H", "H", "H", "H", "H", "H", "H", "H", "H", "H", "H", "H", "H", "H", "H", "H", "H", "H", "H", "H", "H", "H", "H", "C", "C", "C", "C", "C", "C", "C", "C", "C", "C", "C", "C", "C", "H", "H", "H", "H", "H", "H", "H", "H", "H", "H", "H"],
  "xyz": [[-3.765306, -0.805662, -1.857220], [-3.563984, -1.670888, -0.627723], [-4.139058, -0.910965, 0.578160], [-4.368116, -2.967474, -0.812203], [-2.096275, -2.081485, -0.307034], [-1.998376, -2.797457, 0.888345], [-0.782427, -3.271174, 1.339407], [0.351451, -3.105010, 0.555466], [0.311855, -2.549573, -0.727205], [1.525847, -2.942597, -1.664263], [2.190496, -1.833214, -2.472436], [1.033502, -4.020388, -2.636876], [2.678443, -3.556574, -0.843677], [-0.909372, -1.836380, -1.050110], [-0.849214, -0.677764, -1.887481], [-0.932819, 0.618504, -1.385411], [-1.341604, 0.945874, -0.109628], [-1.614548, 2.289892, 0.350822], [-2.286750, 3.252666, -0.446140], [-2.265377, 4.594216, -0.077367], [-1.759970, 4.968817, 1.174597], [-1.284957, 3.992829, 2.053259], [-1.212729, 2.660037, 1.657550], [-0.250976, 1.414416, -2.279697], [0.221041, 2.757553, -2.079309], [1.243558, 3.066270, -1.121041], [2.248860, 2.097855, -0.384930], [2.787505, 2.764928, 0.896152], [3.443129, 1.864269, -1.325122], [1.685254, 0.767543, 0.071000], [1.567021, 4.414653, -0.946363], [1.109002, 5.405852, -1.800898], [0.304269, 5.044291, -2.860530], [-0.274675, 3.770114, -2.932288], [-1.397362, 3.711886, -4.012532], [-2.316139, 4.930983, -3.802956], [-2.311162, 2.498641, -4.054086], [-0.715852, 3.824421, -5.380094], [-0.038418, 0.674640, -3.440810], [-0.420654, -0.593520, -3.197388], [-3.422966, -1.298195, -2.773122], [-4.842799, -0.600401, -1.946158], [-3.271540, 0.163409, -1.735972], [-4.230294, -1.553256, 1.462967], [-3.490104, -0.060368, 0.821114], [-5.141036, -0.524485, 0.343416], [-4.336593, -3.597197, 0.083188], [-5.417939, -2.739418, -1.032066], [-3.956153, -3.550660, -1.643923], [-2.889140, -2.999047, 1.484945], [-0.718598, -3.785251, 2.297700], [1.276651, -3.510554, 0.963125], [2.433064, -0.959176, -1.857052], [3.140539, -2.230032, -2.865182], [1.613807, -1.539413, -3.352530], [0.774237, -4.937722, -2.094755], [0.144547, -3.686161, -3.184361], [1.823856, -4.259394, -3.360780], [2.402984, -4.521567, -0.400559], [3.546868, -3.744859, -1.490276], [3.012403, -2.866477, -0.058249], [-1.354023, 0.107738, 0.585101], [-2.853807, 2.913314, -1.317695], [-2.666401, 5.354724, -0.747499], [-1.748206, 6.022246, 1.454072], [-0.960811, 4.277743, 3.052961], [-0.839514, 1.888399, 2.331432], [1.952964, 3.147507, 1.497050], [3.335705, 2.035889, 1.507960], [3.495546, 3.571799, 0.668879], [3.120280, 1.445716, -2.287098], [3.957393, 2.813436, -1.528241], [4.174965, 1.178357, -0.872135], [1.309499, 0.160376, -0.752911], [2.486084, 0.187790, 0.559206], [0.882219, 0.908127, 0.805984], [2.263982, 4.734852, -0.172443], [1.408367, 6.445045, -1.650248], [0.091863, 5.782835, -3.636692], [-1.794615, 5.885039, -3.923281], [-3.138561, 4.915866, -4.528650], [-2.737870, 4.907237, -2.791632], [-1.830895, 1.622256, -4.498921], [-2.732759, 2.252667, -3.075561], [-3.154820, 2.751313, -4.714178], [0.006775, 3.009250, -5.504687], [-1.461617, 3.744545, -6.181102], [-0.177604, 4.770883, -5.490111], [0.368658, 1.128401, -4.333066], [-0.416304, -1.461001, -3.840854], [0.867494, -3.630604, 4.593211], [2.130312, -3.915719, 4.024334], [2.188113, -4.915160, 3.002193], [3.365284, -5.161791, 2.316324], [4.529045, -4.439902, 2.630805], [4.517578, -3.525915, 3.691789], [3.353135, -3.288287, 4.411162], [0.520971, -2.565167, 5.455445], [-0.684239, -2.692336, 6.216204], [-1.029608, -1.742667, 7.159060], [-0.204037, -0.624197, 7.370472], [0.940771, -0.441219, 6.583311], [1.286998, -1.370579, 5.607463], [0.079733, -4.363044, 4.395698], [1.274907, -5.473464, 2.763754], [3.377206, -5.918537, 1.532509], [5.436622, -4.607662, 2.051501], [5.434702, -3.000831, 3.958689], [3.374029, -2.636919, 5.285610], [-1.306247, -3.579554, 6.054462], [-1.941793, -1.869393, 7.739183], [-0.461381, 0.095553, 8.147078], [1.566836, 0.437859, 6.738256], [2.140169, -1.183614, 4.952434]],
  "forces_ev_per_a": [[-0.1839, 0.3342, -0.2060], [0.2397, 0.0909, 0.2695], [-0.0739, 0.2827, 0.1981], [0.1057, -0.2440, -0.1523], [0.0043, 0.1704, -0.0939], [0.3205, -0.7290, 0.2416], [-0.2542, 0.5543, 0.0342], [-0.0443, -0.6617, -0.1850], [0.1105, -0.0327, 0.3463], [-0.0109, 0.4024, 0.3874], [0.3969, 0.2399, -0.4823], [-0.2464, -0.1435, -0.0034], [0.1062, -0.1788, 0.1251], [0.0719, -0.1664, 0.6528], [-0.6056, -0.4618, -0.3230], [0.6999, 0.3606, 2.2853], [-0.3616, -0.4994, -1.0327], [-0.1089, 0.2753, 0.5710], [0.3501, -0.2119, 0.4062], [-0.0692, -0.1271, 0.4577], [0.1127, 0.0094, -0.2979], [-0.1260, -0.0538, -0.0038], [-0.2038, 0.3955, -0.6174], [-0.4042, 0.2929, -0.3663], [0.3649, 0.4540, -0.1014], [0.3644, -0.1072, -0.0015], [-0.2774, 0.3259, 0.0750], [0.1031, 0.1127, 0.1290], [0.0200, 0.0954, -0.2802], [-0.1126, -0.5319, 0.2549], [-0.0769, 0.1938, 0.0247], [-0.0096, -0.0907, -0.1970], [0.0700, 0.2851, 0.2080], [0.0427, 0.0490, -0.1707], [0.3626, 0.1974, 0.0721], [-0.1777, 0.1925, 0.0519], [-0.4219, -0.3131, -0.2190], [0.0675, -0.0837, -0.2295], [0.1581, -0.6417, -0.3074], [0.5081, 0.2868, -0.8754], [-0.0165, 0.1262, 0.0656], [0.2683, -0.1403, -0.1237], [-0.0963, -0.2175, -0.1441], [-0.0380, 0.2127, -0.1852], [-0.2952, -0.1332, 0.0076], [0.2354, -0.1277, 0.0247], [-0.0618, 0.0881, -0.1660], [0.1978, 0.0174, 0.0373], [-0.1291, 0.0342, 0.0683], [0.3219, 0.1045, -0.2710], [-0.0061, 0.1249, -0.1426], [-0.2636, 0.0761, -0.3786], [-0.1097, -0.1705, -0.2944], [-0.2458, 0.1468, 0.1222], [0.2292, 0.0918, 0.4305], [-0.0493, 0.1262, -0.1255], [0.1644, -0.0836, 0.0339], [-0.1554, 0.0527, 0.1444], [0.0364, 0.2180, 0.0195], [-0.3428, 0.0544, 0.0393], [-0.0308, -0.1470, -0.0614], [-0.2074, 0.2897, -0.0285], [0.5403, 0.2355, 0.1932], [-0.0241, -0.1832, 0.2643], [-0.0271, -0.2866, 0.0031], [-0.0430, -0.0239, -0.1769], [0.0731, 0.1962, -0.1345], [0.2199, 0.0381, -0.0536], [-0.1188, 0.0260, -0.2256], [-0.2127, -0.1667, 0.2027], [0.0595, 0.0156, 0.1558], [-0.1342, -0.1988, -0.0198], [-0.2253, 0.1157, -0.0475], [-0.0138, 0.1262, 0.2050], [-0.1127, 0.1363, -0.1475], [0.2689, -0.0685, -0.2593], [-0.3072, -0.2660, -0.2919], [0.0384, -0.3394, -0.1580], [-0.0900, -0.2357, 0.4898], [-0.1847, -0.2066, 0.0198], [0.1409, -0.0547, 0.1348], [-0.0284, 0.0235, -0.2551], [-0.2083, 0.1412, 0.2700], [0.1275, -0.1388, -0.2375], [0.1824, -0.0990, 0.1803], [-0.0851, 0.1395, -0.0957], [0.1375, 0.0776, 0.1054], [-0.0857, -0.1565, -0.0550], [-0.0845, -0.1252, 0.1683], [-0.0121, 0.2109, 0.0672], [0.3147, -0.0488, 0.3448], [0.4580, -0.3387, -0.3152], [-0.0924, 0.1402, 0.2182], [0.0022, -0.0011, 0.0502], [-0.6021, -0.0792, 0.0194], [-0.1010, 0.1143, 0.1870], [0.0081, 0.0001, -0.3082], [-0.4226, 0.5414, 0.1756], [0.2776, -0.0981, -0.2599], [0.0413, 0.0755, 0.0440], [-0.0070, -0.5457, -0.2620], [0.1251, -0.1045, -0.1959], [-0.0933, -0.0319, 0.3376], [0.1573, 0.1967, -0.0032], [0.3792, 0.2655, -0.0072], [0.0556, 0.2383, 0.1944], [-0.1869, 0.0332, 0.2288], [-0.2502, -0.1939, -0.0012], [0.1122, -0.3176, -0.3368], [0.1921, 0.3741, 0.1350], [0.2389, 0.0572, -0.1076], [0.0629, -0.1274, -0.2639], [-0.2295, -0.2069, -0.1343], [-0.4474, 0.0576, 0.2417]],
  "lumo_energy_ha": -0.21453,
  "energy_ha": -2089.13482,
  "orbital_gap_ev": 2.07,
  "e_homo_ha": -0.2905,
  "charge": 1
}